C5H8N2 in the gas phase. Source: the Open Molecules 2025 dataset; level of theory: wB97M-V/def2-TZVPD.

Summary:
HOMO level   -8.56 eV
Orbital gap   9.453 eV
SMILES string   C1=N[C@H]2C[C@H](C2)N1
E_LUMO   0.90 eV

```
! wB97M-V def2-TZVPD RIJCOSX def2/J DEFGRID3
* xyz 0 1
C 1.265 -0.927 0.915
N 1.789 -0.134 0.042
C 0.763 0.642 -0.721
C -0.319 1.340 0.255
C -0.926 -0.096 0.265
C -0.484 -0.272 -1.186
N -0.129 -0.994 1.098
H 1.690 -1.596 1.616
H 1.278 1.290 -1.463
H -0.971 1.996 -0.430
H -0.002 1.969 1.152
H -1.942 -0.382 0.482
H -0.347 -1.301 -1.597
H -1.101 0.345 -1.914
H -0.565 -1.880 1.484
*
```

For each atom in turn, the Löwdin charge in e is: C -0.221; N 0.052; C -0.273; C -0.078; C -0.345; C -0.106; N 0.005; H 0.098; H 0.120; H 0.119; H 0.120; H 0.125; H 0.114; H 0.117; H 0.152